1.
40
Properties=species:S:1:pos:R:3:forces:R:3 method="wB97M-V/def2-TZVPD" spin_multiplicity=1 smiles="C=CCc1ccc(OCCn2cccc2C=O)c(OC)c1" e_above_lowest_kcal_mol=350.8
C -5.313 2.969 -0.903 -2.5 0.6 -3.3
C -4.858 1.859 -0.548 3.6 1.9 5.7
C -3.909 1.704 0.604 2.8 -2.2 0.4
C -2.467 1.222 0.049 2.3 -0.8 -2.6
C -1.452 2.113 -0.681 -4.2 -3.8 4.5
C -0.202 1.591 -0.956 0.5 2.0 -1.5
C 0.103 0.306 -0.832 -2.8 -7.6 -0.6
O 1.173 -0.404 -1.311 -2.1 1.5 -1.0
C 2.285 0.453 -1.610 1.5 -10.6 3.4
C 2.703 0.682 -0.254 8.2 3.4 0.7
N 3.007 -0.333 0.796 4.3 0.9 -6.8
C 2.113 -0.765 1.501 -7.5 -1.6 9.8
C 2.595 -1.914 2.396 0.1 5.6 -7.1
C 3.697 -2.280 1.738 2.2 0.4 -0.4
C 4.072 -1.232 0.850 2.2 -3.0 -3.5
C 5.107 -1.432 -0.307 -5.4 11.3 0.6
O 5.334 -0.339 -1.021 -1.1 -4.7 1.1
C -0.995 -0.790 -0.466 1.7 0.8 2.1
O -0.669 -2.207 -0.242 4.6 8.3 -4.3
C -1.514 -3.105 0.159 -11.5 10.8 3.7
C -2.142 -0.261 0.060 -1.0 3.6 -0.3
H -5.963 2.881 -1.759 -0.3 1.2 -0.1
H -4.981 3.774 -0.379 0.3 2.8 0.9
H -4.925 0.957 -0.747 -2.2 -8.1 -4.0
H -4.222 0.953 1.507 0.6 2.1 -2.2
H -3.619 2.666 0.861 0.0 1.9 1.8
H -1.597 3.136 -0.531 -0.3 1.6 -0.5
H 0.493 2.279 -1.474 -0.2 -0.5 0.6
H 2.179 1.207 -2.202 -0.9 4.6 -3.5
H 2.932 -0.424 -2.011 -0.3 2.3 -0.1
H 2.118 1.386 0.224 -1.1 1.5 1.0
H 3.844 1.176 -0.544 -3.0 -0.8 1.6
H 1.164 -0.067 1.785 2.2 -1.9 -1.0
H 2.076 -2.338 3.071 -3.6 -3.0 4.7
H 4.252 -3.188 1.926 0.4 0.2 -0.1
H 5.933 -1.849 -0.058 5.2 -4.6 1.1
H -1.075 -3.814 -0.080 6.1 -13.3 -2.7
H -2.569 -3.002 -0.277 1.2 -0.5 -0.4
H -1.761 -2.786 1.137 -0.1 -1.3 2.2
H -2.947 -0.782 0.531 -0.1 -1.0 0.1

=====

2.
29
Properties=species:S:1:pos:R:3:forces:R:3 method="wB97M-V/def2-TZVPD" spin_multiplicity=1 e_above_lowest_kcal_mol=27.5
C -2.878 0.020 2.085 0.8 -2.5 -2.4
C -2.827 -0.517 -2.656 -1.8 -0.5 -2.8
C -2.290 0.945 1.338 -0.2 0.4 -1.4
C -2.090 -0.790 -1.619 -0.2 2.1 2.2
C 0.377 -2.295 0.182 0.5 -1.7 -1.7
C 3.462 -0.747 0.926 -0.6 2.7 1.5
N 1.430 1.674 0.635 0.2 0.0 -0.7
N -0.775 1.998 -0.956 -0.3 -0.5 -1.5
N 0.555 -0.909 0.392 -2.3 2.3 -0.4
Si 0.441 2.915 -0.002 -1.6 -0.8 -1.7
Si 1.930 0.030 0.077 -0.9 -0.9 0.3
Si -1.552 0.554 -0.406 2.8 -0.2 1.4
H -3.080 0.133 3.105 -0.8 0.3 1.2
H -2.985 -1.045 1.629 0.1 1.8 1.1
H -3.263 -1.262 -3.378 0.6 0.3 1.1
H -3.162 0.458 -2.982 0.5 0.5 0.3
H -2.262 1.997 1.689 0.4 -0.7 -0.2
H -2.019 -1.746 -1.196 0.6 -1.5 0.0
H -0.590 -2.832 0.437 0.9 1.0 0.7
H 0.401 -2.537 -0.899 0.1 -0.1 -0.2
H 1.256 -2.894 0.540 -0.8 0.2 0.3
H 3.719 -1.667 0.542 0.5 -1.9 -1.7
H 4.164 0.034 0.618 0.7 -0.4 0.1
H 3.595 -0.943 2.013 -0.7 0.8 -0.5
H 2.206 2.131 1.035 1.4 0.4 1.1
H -0.593 2.115 -1.995 -0.4 -0.4 1.8
H -0.364 3.643 1.028 0.6 0.0 0.0
H 0.825 3.868 -1.176 0.3 -0.5 1.2
H 2.520 0.197 -1.361 -0.6 -0.1 0.8

=====

3.
27
Properties=species:S:1:pos:R:3:forces:R:3 method="wB97M-V/def2-TZVPD" spin_multiplicity=1 smiles=Cc1c[nH]cn1.Cc1ccccc1 e_above_lowest_kcal_mol=16.8
C 1.202 1.554 -1.905 0.4 -1.0 0.8
C 1.031 0.116 -2.217 0.5 -1.3 -0.3
C 0.941 -0.456 -3.448 -0.5 -1.1 -0.2
N 0.884 -1.826 -3.250 -0.3 -0.3 0.8
C 0.929 -2.032 -1.904 1.6 1.0 -0.4
N 1.120 -0.904 -1.265 -0.7 0.6 -0.2
H 2.125 1.577 -1.304 -0.3 0.6 -0.1
H 0.356 1.832 -1.263 0.3 0.6 -0.4
H 1.341 2.100 -2.838 -0.3 0.3 0.3
H 0.866 -0.112 -4.451 0.0 0.6 -0.3
H 0.731 -2.586 -3.893 0.1 0.4 -0.3
H 1.209 -2.979 -1.492 -0.5 -0.5 0.2
C 1.141 -0.313 2.465 2.2 -1.7 0.0
C -0.233 0.079 2.048 0.3 0.0 1.8
C -0.835 1.080 2.837 0.0 -0.9 -1.4
C -2.133 1.455 2.533 0.3 0.9 0.1
C -2.759 0.887 1.424 -0.6 -0.8 0.3
C -2.201 -0.212 0.784 0.1 0.2 -1.0
C -0.925 -0.655 1.098 0.1 1.2 0.7
H 1.296 -0.752 3.481 -0.8 0.3 -0.5
H 1.975 0.387 2.411 -0.6 1.0 -0.1
H 1.565 -1.076 1.797 -0.5 -0.2 0.0
H -0.186 1.485 3.602 -0.5 0.4 0.2
H -2.573 2.266 3.115 -0.2 -0.3 -0.3
H -3.764 1.140 1.086 0.2 0.4 0.4
H -2.724 -0.604 -0.089 0.0 -0.2 0.4
H -0.380 -1.450 0.637 -0.2 -0.4 -0.5

=====

4.
18
Properties=species:S:1:pos:R:3:forces:R:3 method="wB97M-V/def2-TZVPD" spin_multiplicity=1 e_above_lowest_kcal_mol=88.9
C 0.586 -1.264 -0.223 -0.1 0.3 0.2
C -1.672 -0.737 0.385 0.3 0.2 0.3
C 0.934 -0.078 0.412 -0.3 -0.3 0.0
N -1.659 0.181 1.347 -0.1 -0.2 -0.3
C 1.145 1.167 -0.354 -0.1 0.1 -0.2
C 0.481 1.551 -1.448 0.1 -0.1 0.2
O 0.736 -1.545 -1.556 0.0 0.1 0.0
N 0.832 0.092 1.749 -0.2 0.0 -0.1
H 1.012 -0.745 -2.024 0.0 0.0 0.1
H 0.529 -2.177 0.357 0.0 0.0 0.0
H 0.859 -0.816 2.218 0.0 0.0 -0.1
H -0.566 0.237 1.852 0.3 -0.1 0.0
H -1.767 1.117 0.959 0.0 -0.1 0.0
H -1.739 -1.776 0.683 0.0 0.0 0.0
H -1.973 -0.497 -0.628 0.0 0.0 0.0
H 1.886 1.831 0.079 0.0 0.0 0.0
H -0.319 0.961 -1.881 0.0 0.0 0.0
H 0.694 2.498 -1.927 0.0 0.0 0.0

=====

5.
32
Properties=species:S:1:pos:R:3:forces:R:3 method="wB97M-V/def2-TZVPD" spin_multiplicity=1 e_above_lowest_kcal_mol=0.0
O 3.614 0.809 1.235 -0.1 0.6 0.0
C 3.782 -0.352 1.180 0.3 -0.2 -0.2
Cl 5.376 -1.034 1.650 -0.1 -0.1 -0.1
C 2.797 -1.394 0.734 -0.1 -0.6 0.8
C 1.370 -1.126 1.158 0.1 0.0 -0.7
C 1.065 -0.417 2.314 -0.5 0.1 0.2
C -0.258 -0.211 2.705 0.0 -0.1 -0.2
C -1.251 -0.745 1.907 0.0 0.3 0.0
C -0.948 -1.429 0.742 0.0 -0.1 -0.1
C 0.357 -1.638 0.344 -0.3 0.3 0.2
C -2.259 -1.826 0.113 0.8 0.0 0.6
O -2.502 -1.980 -1.038 -0.3 -0.4 -0.3
N -3.242 -1.849 1.208 -0.2 0.4 -0.8
I -2.930 -3.691 2.100 -0.3 0.2 0.2
C -2.739 -0.723 2.026 0.4 -0.7 0.2
O -3.463 0.061 2.539 -0.2 0.2 0.5
H 3.105 -2.335 1.190 0.1 -0.1 -0.1
H 2.875 -1.549 -0.338 0.1 0.2 -0.2
H 1.843 -0.001 2.935 0.2 0.0 0.0
H -0.515 0.322 3.608 0.1 0.1 0.1
H 0.567 -2.175 -0.569 0.1 0.0 -0.1
N 0.124 1.152 -1.475 0.0 0.0 -0.1
C -0.806 0.692 -2.313 0.1 -0.1 0.1
C -1.464 1.486 -3.240 0.0 0.0 0.0
C -1.142 2.832 -3.299 0.0 0.0 0.0
C -0.180 3.327 -2.434 0.0 0.0 0.0
C 0.421 2.449 -1.547 0.1 -0.1 0.1
H -1.033 -0.365 -2.232 -0.1 0.0 0.0
H -2.209 1.058 -3.895 0.0 0.0 0.0
H -1.635 3.486 -4.008 0.0 0.0 0.0
H 0.101 4.371 -2.447 0.0 0.0 0.0
H 1.182 2.794 -0.854 0.0 0.0 0.0

=====

6.
6
Properties=species:S:1:pos:R:3:forces:R:3 method="wB97M-V/def2-TZVPD" spin_multiplicity=2 e_above_lowest_kcal_mol=0.0
Sn 17.885 3.607 -4.439 -1.1 -0.3 2.2
O 16.493 2.950 0.047 -0.2 -0.4 1.4
C 16.669 3.045 -1.254 -1.1 -2.3 -2.4
O 16.880 4.176 -1.683 1.5 3.2 -1.9
O 16.506 2.048 -1.991 0.8 -0.5 -0.2
H 16.535 3.884 0.268 0.0 0.3 0.8

=====

7.
10
Properties=species:S:1:pos:R:3:forces:R:3 method="wB97M-V/def2-TZVPD" spin_multiplicity=1 smiles="IC=C1CC1" e_above_lowest_kcal_mol=74.8
I 3.632 0.646 0.101 -1.6 -0.8 0.5
C 1.307 0.788 0.185 1.7 1.6 -0.9
C 0.252 0.052 0.015 -2.0 -2.3 0.2
C -0.768 -1.112 0.317 2.7 1.0 -8.4
C -1.278 0.166 -0.154 0.6 2.9 -0.4
H 1.405 1.875 0.074 -0.9 -0.6 -0.2
H -0.585 -1.808 0.960 0.1 -3.0 5.4
H -0.742 -1.850 -0.685 -0.2 2.0 2.3
H -1.702 0.149 -1.184 0.6 0.1 0.9
H -1.522 1.093 0.371 -1.0 -0.8 0.6

=====

8.
13
Properties=species:S:1:pos:R:3:forces:R:3 method="wB97M-V/def2-TZVPD" spin_multiplicity=1 e_above_lowest_kcal_mol=76.8
C -1.203 2.002 0.105 -0.1 0.0 -0.1
N -0.110 1.727 0.974 0.9 -0.2 0.7
C 0.791 1.463 1.676 -0.9 0.3 -0.7
C 0.891 -1.357 -0.207 0.3 0.0 0.0
C -0.120 -1.813 0.744 0.0 -0.2 0.2
O -0.483 -1.038 -0.390 -0.2 0.1 -0.1
H -1.489 1.070 -0.386 0.0 0.2 0.1
H -0.899 2.740 -0.642 0.0 -0.1 0.1
H -2.040 2.400 0.684 0.1 -0.1 -0.1
H 1.530 -0.520 0.069 -0.1 -0.1 -0.1
H 1.302 -2.058 -0.933 -0.1 0.1 0.1
H -0.455 -2.850 0.720 0.1 0.2 0.0
H -0.210 -1.303 1.703 0.0 -0.1 -0.2

=====

Values for electronic energy, Eh, ordered as above
-939.1549, -1271.5313, -537.0433, -381.1437, -1670.6998, -478.6594, -452.9289, -286.5092
Values for maximum force, eV/A, ordered as above
16.21, 3.57, 2.73, 0.47, 1.04, 3.98, 8.90, 1.18